A molecular structure, C34H42GeN9O3SV, computed with ωB97M-V/def2-TZVPD.

Properties
**Molecular weight**: 780.39 g mol⁻¹
**Kohn-Sham gap (alpha / beta)**: 7.04 / 7.19 eV
**HOMO (alpha / beta)**: -12.50 / -12.50 eV
**Expectation value of S²**: 2.0310

The geometry in ORCA input format:
```
! wB97M-V def2-TZVPD RIJCOSX def2/J DEFGRID3
* xyz 2 3
V -1.36774 -0.32180 0.24769
O -2.86018 1.48821 2.78738
C -4.01352 0.68122 2.59414
C -3.59928 -0.76053 2.70232
C -4.23423 -1.60125 3.60732
C -3.81801 -2.91322 3.74111
C -2.75314 -3.35410 2.96908
C -2.19336 -2.46713 2.07456
N -2.60821 -1.20185 1.91301
H -3.13791 2.41144 2.77932
H -4.47998 0.86270 1.61729
H -4.75773 0.88654 3.36507
H -5.03436 -1.21219 4.22134
H -4.29972 -3.57380 4.44933
H -2.36586 -4.35942 3.05509
H -1.36473 -2.79093 1.44778
C 1.24683 2.44781 4.30294
N 0.79290 1.37654 3.42038
C 0.10443 1.45201 2.28999
N -0.03438 0.22971 1.78147
C 0.62181 -0.56359 2.67706
N 1.13268 0.09870 3.67631
C 2.49698 3.13340 3.80369
C 2.85060 4.36032 4.35540
C 4.03198 4.98137 3.98022
C 4.86399 4.39193 3.04171
C 4.50073 3.17478 2.47669
C 3.32244 2.54265 2.86160
C 5.36730 2.54929 1.48239
N 6.61373 2.75839 1.25281
N 6.97060 1.91465 0.21355
C 5.91325 1.25805 -0.10451
O 4.84106 1.60065 0.65993
C 5.73849 0.26189 -1.15774
C 6.84583 -0.39253 -1.68380
C 6.66822 -1.31706 -2.70089
C 5.39975 -1.57932 -3.19396
C 4.29251 -0.91673 -2.67415
C 2.93957 -1.19061 -3.29003
N 1.83972 -0.55281 -2.57667
C 1.07464 -1.03519 -1.60469
N 0.22740 -0.09590 -1.19555
C 0.55096 0.97460 -1.97928
N 1.51780 0.73052 -2.82111
C 4.46320 0.00043 -1.65147
H 1.41625 1.96585 5.26485
H 0.42578 3.15441 4.42206
H -0.28218 2.36604 1.87230
H 0.71815 -1.63271 2.58404
H 2.20727 4.82983 5.09064
H 4.30371 5.93155 4.41902
H 5.78722 4.86588 2.73750
H 3.07985 1.57839 2.43312
H 7.83002 -0.17066 -1.29444
H 7.52424 -1.83344 -3.11310
H 5.27538 -2.29782 -3.99622
H 2.72834 -2.26001 -3.32118
H 2.89122 -0.81123 -4.31015
H 1.15428 -2.04419 -1.23349
H 0.05901 1.92963 -1.92702
H 3.62301 0.54779 -1.24476
C -4.93896 0.29174 -1.53888
Ge -3.31761 1.28064 -2.04328
C -3.79981 3.10570 -2.54007
C -2.36452 0.45981 -3.54961
C -2.22514 1.36592 -0.39068
H -5.49777 -0.04902 -2.41089
H -5.59649 0.95561 -0.97461
H -4.72751 -0.57033 -0.90149
H -4.46769 3.09863 -3.40204
H -2.91385 3.68250 -2.80679
H -4.30813 3.61681 -1.72242
H -3.07807 0.20566 -4.33602
H -1.80520 -0.43552 -3.27532
H -1.66358 1.17648 -3.97944
H -2.91071 1.67810 0.40075
H -1.46469 2.14748 -0.49842
O -2.03756 -1.76651 -0.95809
S -3.08150 -2.91019 -0.98221
C -3.74863 -2.84225 -2.67569
C -3.26306 -4.08823 -3.41353
C -1.89151 -4.42345 -2.83902
C -2.08361 -4.37883 -1.32925
H -3.31418 -1.92648 -3.07891
H -4.82894 -2.73010 -2.62004
H -3.23530 -3.89744 -4.48534
H -3.95065 -4.91932 -3.24830
H -1.15001 -3.68295 -3.14709
H -1.54129 -5.40483 -3.15513
H -1.17881 -4.29561 -0.72824
H -2.66384 -5.23117 -0.96719
*
```

***

A molecular structure, C34H42GeN9O3SV, computed with ωB97M-V/def2-TZVPD.

Properties
**Molecular weight**: 780.39 g mol⁻¹
**Kohn-Sham gap (alpha / beta)**: 7.21 / 7.48 eV
**HOMO (alpha / beta)**: -12.52 / -12.52 eV
**Expectation value of S²**: 2.0369

The geometry in ORCA input format:
```
! wB97M-V def2-TZVPD RIJCOSX def2/J DEFGRID3
* xyz 2 3
V 0.45556 1.58301 0.10999
O 1.86180 2.53110 1.30762
C 1.46174 3.08953 2.56741
C -0.01739 3.33684 2.51046
C -0.63273 4.09912 3.49022
C -1.99028 4.34340 3.39276
C -2.69127 3.82758 2.31101
C -2.00466 3.07470 1.38189
N -0.69271 2.81818 1.48030
H 2.75760 2.75345 1.03593
H 1.99177 4.02430 2.74720
H 1.71036 2.38158 3.36144
H -0.05266 4.50631 4.30791
H -2.49453 4.93980 4.14096
H -3.74914 4.00697 2.18532
H -2.50460 2.65962 0.51663
C 0.98459 -2.27198 4.33736
N 0.45955 -1.30327 3.37545
C 1.06023 -0.70732 2.35206
N 0.17601 0.02897 1.68473
C -0.98332 -0.18410 2.36933
N -0.84825 -0.97936 3.39464
C 0.92389 -3.69309 3.82481
C 1.80320 -4.64240 4.32983
C 1.67888 -5.97541 3.96015
C 0.68637 -6.36901 3.07756
C -0.18075 -5.41427 2.55529
C -0.06501 -4.08086 2.93126
C -1.23218 -5.80879 1.61719
N -1.74145 -6.96846 1.40754
N -2.69937 -6.80075 0.40945
C -2.68717 -5.55395 0.10234
O -1.78117 -4.84560 0.83059
C -3.43725 -4.84313 -0.93364
C -4.61129 -5.37320 -1.45240
C -5.26682 -4.69427 -2.46950
C -4.74911 -3.50976 -2.97234
C -3.56696 -2.98533 -2.45920
C -2.99410 -1.73463 -3.09366
N -1.87004 -1.17622 -2.34842
C -1.82615 -0.10767 -1.56114
N -0.61454 0.01047 -1.03254
C 0.04249 -1.07042 -1.53535
N -0.67592 -1.79906 -2.34558
C -2.92192 -3.64994 -1.43016
H 0.35983 -2.15408 5.22224
H 1.99963 -1.97668 4.60023
H 2.10593 -0.82640 2.11789
H -1.92750 0.26095 2.10313
H 2.57836 -4.34993 5.02840
H 2.36150 -6.71078 4.36314
H 0.57796 -7.40411 2.78377
H -0.77561 -3.36197 2.54500
H -4.99497 -6.30708 -1.06510
H -6.18400 -5.09497 -2.87842
H -5.26701 -2.99912 -3.77599
H -3.74917 -0.95202 -3.16728
H -2.62525 -1.93885 -4.09880
H -2.66265 0.55477 -1.41231
H 1.04801 -1.34229 -1.26788
H -1.99047 -3.28330 -1.02608
C -0.90773 5.59630 -2.62265
Ge 0.37765 4.60235 -1.54532
C 2.12453 4.50698 -2.42947
C 0.62327 5.56872 0.14468
C -0.29946 2.74269 -1.40841
H -0.54116 6.59953 -2.83990
H -1.85689 5.69017 -2.09344
H -1.09268 5.08722 -3.56853
H 2.63541 5.46937 -2.40580
H 2.01119 4.21078 -3.47369
H 2.75658 3.76880 -1.92908
H 0.86265 6.60339 -0.10617
H 1.45558 5.18462 0.73615
H -0.27725 5.58331 0.75963
H 0.04660 2.25737 -2.32870
H -1.38897 2.81410 -1.48210
O 2.17390 1.19241 -0.88094
S 3.14018 0.23392 -1.59961
C 2.85107 0.49215 -3.37396
C 4.21787 0.77749 -3.98660
C 4.91709 1.71442 -3.00545
C 4.75454 1.06820 -1.63195
H 2.19803 1.36747 -3.41034
H 2.33183 -0.37271 -3.78195
H 4.10374 1.21650 -4.97640
H 4.78325 -0.14937 -4.10446
H 4.44055 2.69564 -3.01857
H 5.97126 1.85077 -3.23987
H 4.76981 1.75649 -0.78749
H 5.49166 0.28412 -1.45429
*
```

***

A molecular structure, C34H42N4O3P2PtS in a non-equilibrium geometry, computed with ωB97M-V/def2-TZVPD.

Properties
**Molecular weight**: 843.83 g mol⁻¹
**Kohn-Sham gap (alpha / beta)**: 5.69 / 5.27 eV
**HOMO (alpha / beta)**: -5.81 / -8.51 eV
**Expectation value of S²**: 2.0144

The geometry in ORCA input format:
```
! wB97M-V def2-TZVPD RIJCOSX def2/J DEFGRID3
* xyz 0 3
Pt 0.28147 0.21849 -0.51298
C 1.32303 -0.87697 1.15947
C 2.04325 0.27814 0.75894
C 3.32264 0.26336 -0.04086
C 3.17525 0.27928 -1.57946
C 1.81353 -0.15858 -2.06921
C 1.23314 -1.40107 -1.69862
C 1.87595 -2.43257 -0.79958
C 1.60833 -2.25947 0.71043
C -1.48761 0.30572 -1.46501
H 0.77585 -0.83638 2.10137
H 1.95709 1.13739 1.43217
H 3.96906 -0.56529 0.27541
H 3.86336 1.18288 0.22270
H 3.33093 1.31757 -1.92749
H 3.99456 -0.30824 -2.03595
H 1.51578 0.25793 -3.04118
H 0.46157 -1.79724 -2.37148
H 2.95984 -2.50582 -0.96521
H 1.43117 -3.40067 -1.07552
H 0.72415 -2.85642 0.96555
H 2.44656 -2.69878 1.26629
H -2.21422 -0.32902 -0.93700
H -1.39358 -0.03260 -2.50486
H -1.83633 1.34494 -1.41494
P 6.50579 1.24628 -4.85967
P 7.41181 2.20013 -1.85182
N 6.37589 -0.26936 -5.77237
N 6.87976 2.23842 -6.33225
N 7.77457 0.69280 -1.00872
N 8.39951 3.24516 -0.77137
C 8.27081 1.02739 -4.29256
C 8.68025 2.03914 -3.20567
C 5.31742 -1.17789 -5.59399
C 5.54066 -2.29544 -6.38903
C 6.77651 -2.08242 -7.08837
C 7.27569 -0.85499 -6.67171
C 6.15303 3.37338 -6.71686
C 6.74679 3.94520 -7.83979
C 7.89368 3.14381 -8.16580
C 7.96490 2.13594 -7.21062
C 6.77871 -0.16907 -0.52831
C 7.37107 -1.33296 -0.06063
C 8.78259 -1.19904 -0.26567
C 8.99625 0.02772 -0.87542
C 9.66070 3.04211 -0.19459
C 10.12310 4.23931 0.34355
C 9.12369 5.23703 0.06904
C 8.09486 4.61087 -0.62240
H 8.96987 1.10512 -5.13771
H 8.35508 0.00662 -3.89012
H 9.67100 1.78198 -2.79956
H 8.76574 3.05272 -3.63121
H 4.51937 -0.92969 -4.90920
H 4.90322 -3.16798 -6.46568
H 7.24379 -2.74266 -7.81083
H 8.20203 -0.38167 -6.94637
H 5.29067 3.67491 -6.14044
H 6.41679 4.83141 -8.36731
H 8.58242 3.27976 -8.99294
H 8.73525 1.39591 -7.08922
H 5.74532 0.14450 -0.56983
H 6.85890 -2.17975 0.37745
H 9.54939 -1.91082 0.00738
H 9.91802 0.46002 -1.23552
H 10.12947 2.07542 -0.19071
H 11.06122 4.37984 0.86482
H 9.17316 6.28280 0.34182
H 7.17077 4.99392 -1.02639
C -6.55442 -1.96503 3.02484
C -5.35954 -1.09406 2.75854
C -5.56441 0.23685 2.37643
C -4.49154 1.06015 2.05390
C -3.18551 0.56898 2.12683
C -2.96476 -0.75437 2.50971
C -4.04754 -1.57573 2.84117
S -1.81568 1.63495 1.68439
O -2.25589 2.45674 0.57638
O -1.40190 2.29417 2.90272
O -0.80270 0.57594 1.26421
H -7.12433 -1.57947 3.87679
H -7.24695 -1.97656 2.17410
H -6.27536 -2.99920 3.24289
H -6.59041 0.60358 2.31030
H -4.66438 2.07790 1.72844
H -1.95305 -1.13853 2.52680
H -3.87841 -2.61154 3.14444
*
```